Here is a molecular structure, C30H40BCl5F6N6NiSb from OMol25. Energies are from ωB97M-V/def2-TZVPD.

Output
- HOMO energy (spin up / spin down): -0.3241 / -0.3240 hartree
- Charge: 0
- E_tot: -6169.441539 Eh
- Multiplicity: 4
- Expectation value of S²: 3.759
- M: 967.21 u
- Energy relative to the best compared isomer or geometry (same formula, charge and spin): 30.87 kcal/mol

Cartesian coordinates (Å):
Ni (-0.331, 0.445, 0.123)
C (1.027, -3.087, 3.826)
C (0.619, -1.705, 3.444)
C (0.270, -0.654, 4.264)
C (-0.025, 0.418, 3.414)
N (0.125, 0.026, 2.141)
N (0.540, -1.275, 2.175)
B (0.958, -2.072, 0.911)
N (-0.290, -2.437, 0.113)
N (-1.202, -1.477, -0.197)
C (-2.209, -2.091, -0.837)
C (-1.892, -3.444, -0.988)
C (-0.674, -3.626, -0.371)
C (0.133, -4.875, -0.256)
C (-3.575, -1.517, -1.178)
C (-4.515, -1.857, -0.009)
C (-3.588, -0.006, -1.445)
C (-4.127, -2.216, -2.432)
N (1.939, -1.237, 0.079)
N (1.723, 0.092, -0.144)
C (2.832, 0.569, -0.723)
C (3.763, -0.461, -0.864)
C (3.159, -1.589, -0.355)
C (3.685, -2.983, -0.311)
C (3.057, 2.024, -1.055)
C (4.466, 2.212, -1.622)
C (2.056, 2.518, -2.100)
C (2.962, 2.820, 0.250)
C (-0.329, 1.812, 3.928)
C (-0.522, 2.854, 2.834)
C (-1.583, 1.774, 4.811)
C (0.874, 2.248, 4.784)
H (0.937, -3.203, 4.905)
H (2.060, -3.291, 3.542)
H (0.397, -3.836, 3.345)
H (0.253, -0.663, 5.340)
H (1.507, -3.067, 1.267)
H (-2.482, -4.206, -1.464)
H (-0.503, -5.736, -0.457)
H (0.571, -4.992, 0.733)
H (0.946, -4.880, -0.985)
H (-4.228, -1.353, 0.914)
H (-4.514, -2.931, 0.182)
H (-5.534, -1.552, -0.257)
H (-2.754, 0.511, -0.981)
H (-4.524, 0.423, -1.079)
H (-3.510, 0.201, -2.505)
H (-4.333, -3.272, -2.258)
H (-3.432, -2.120, -3.267)
H (-5.068, -1.741, -2.714)
H (4.740, -0.405, -1.308)
H (4.744, -2.977, -0.561)
H (3.170, -3.611, -1.040)
H (3.563, -3.438, 0.671)
H (4.590, 1.666, -2.558)
H (5.230, 1.877, -0.918)
H (4.635, 3.271, -1.826)
H (2.199, 1.998, -3.045)
H (2.192, 3.587, -2.269)
H (1.024, 2.341, -1.797)
H (3.708, 2.467, 0.965)
H (1.985, 2.704, 0.711)
H (3.135, 3.883, 0.066)
H (-1.538, 2.828, 2.443)
H (0.193, 2.722, 2.025)
H (-0.368, 3.856, 3.240)
H (-2.450, 1.424, 4.248)
H (-1.801, 2.774, 5.192)
H (-1.444, 1.110, 5.665)
H (1.781, 2.298, 4.179)
H (1.053, 1.552, 5.603)
H (0.686, 3.235, 5.210)
F (-0.304, 0.592, -2.041)
Sb (0.343, -0.042, -3.803)
F (2.104, 0.083, -3.156)
F (0.230, -1.791, -3.119)
F (0.963, -0.596, -5.485)
F (-1.439, -0.158, -4.399)
F (0.381, 1.780, -4.284)
Cl (-2.850, 0.856, 1.279)
C (-2.683, 2.240, 0.277)
C (-1.389, 2.667, 0.004)
C (-1.191, 3.918, -0.554)
Cl (0.245, 4.793, -0.280)
C (-2.236, 4.488, -1.293)
Cl (-1.957, 5.888, -2.232)
C (-3.517, 3.951, -1.173)
Cl (-4.817, 4.660, -2.014)
C (-3.762, 2.854, -0.321)
Cl (-5.353, 2.298, -0.042)

=====

Here is a molecular structure, C30H41AuN3O4P2Si from OMol25. Energies are from ωB97M-V/def2-TZVPD.

Output
- HOMO energy: -0.4070 hartree
- Charge: +1
- E_tot: -2740.576029 Eh
- Multiplicity: 1
- M: 794.68 u
- Energy relative to the best compared isomer or geometry (same formula, charge and spin): 0.00 kcal/mol

Cartesian coordinates (Å):
Au (-0.676, -0.605, -1.097)
C (2.525, -1.826, -0.316)
P (1.602, -0.387, -0.889)
C (1.692, 0.820, 0.483)
N (2.722, 1.621, 0.423)
C (2.887, 2.528, 1.414)
C (3.978, 3.428, 1.379)
C (4.124, 4.337, 2.383)
C (3.199, 4.389, 3.457)
C (2.141, 3.531, 3.513)
C (1.965, 2.577, 2.483)
N (0.916, 1.722, 2.532)
C (0.750, 0.852, 1.568)
P (-0.751, -0.244, 1.627)
C (-0.153, -1.652, 2.629)
C (-2.011, 0.602, 2.706)
C (-3.272, -0.262, 2.553)
C (-2.295, 1.993, 2.136)
C (-1.630, 0.684, 4.184)
C (2.406, 0.199, -2.445)
C (1.979, -0.793, -3.538)
C (1.932, 1.606, -2.809)
C (3.932, 0.165, -2.286)
H (3.510, -1.485, 0.006)
H (2.613, -2.551, -1.123)
H (1.999, -2.302, 0.505)
H (4.671, 3.370, 0.550)
H (4.954, 5.031, 2.367)
H (3.342, 5.121, 4.240)
H (1.426, 3.552, 4.323)
H (0.310, -1.327, 3.559)
H (0.557, -2.242, 2.054)
H (-1.002, -2.300, 2.848)
H (-3.592, -0.327, 1.510)
H (-4.083, 0.188, 3.129)
H (-3.126, -1.275, 2.931)
H (-2.605, 1.938, 1.089)
H (-1.432, 2.653, 2.214)
H (-3.117, 2.443, 2.697)
H (-1.526, -0.306, 4.629)
H (-2.431, 1.197, 4.722)
H (-0.707, 1.239, 4.333)
H (0.895, -0.833, -3.656)
H (2.344, -1.804, -3.349)
H (2.410, -0.459, -4.483)
H (0.857, 1.639, -2.973)
H (2.430, 1.895, -3.737)
H (2.193, 2.333, -2.040)
H (4.303, -0.844, -2.101)
H (4.271, 0.826, -1.493)
H (4.367, 0.501, -3.229)
O (-2.720, -0.776, -1.695)
C (-3.472, 0.201, -1.829)
C (-3.174, 1.593, -1.699)
C (-4.267, 2.466, -1.879)
C (-4.090, 3.813, -1.804)
C (-2.823, 4.364, -1.567)
C (-1.747, 3.540, -1.396)
C (-1.881, 2.130, -1.439)
O (-0.803, 1.436, -1.233)
N (-5.243, 4.704, -1.984)
O (-6.327, 4.186, -2.152)
O (-5.040, 5.896, -1.890)
H (-4.512, -0.035, -2.083)
H (-5.256, 2.071, -2.076)
H (-2.719, 5.439, -1.522)
H (-0.760, 3.939, -1.207)
C (-0.538, -6.315, -2.505)
Si (0.156, -5.557, -0.955)
C (-0.671, -6.226, 0.573)
C (2.009, -5.768, -0.863)
C (-0.161, -3.729, -1.017)
C (-0.365, -2.535, -1.052)
H (-0.399, -7.398, -2.496)
H (-0.044, -5.918, -3.393)
H (-1.606, -6.113, -2.593)
H (-0.538, -7.307, 0.639)
H (-1.743, -6.019, 0.558)
H (-0.252, -5.781, 1.478)
H (2.273, -6.827, -0.817)
H (2.422, -5.287, 0.026)
H (2.499, -5.345, -1.743)

=====

Here is a molecular structure, C30H41BrN6O3S2Si2Ti from OMol25. Energies are from ωB97M-V/def2-TZVPD.

Output
- HOMO energy: -0.5077 hartree
- Charge: +2
- E_tot: -6520.597327 Eh
- Multiplicity: 1
- M: 781.77 u
- Energy relative to the best compared isomer or geometry (same formula, charge and spin): 0.00 kcal/mol

Cartesian coordinates (Å):
Ti (-0.903, 0.360, -0.583)
C (0.506, -4.176, 0.814)
Si (0.889, -2.421, 0.305)
C (2.427, -1.814, 1.162)
C (1.055, -2.468, -1.547)
C (-0.592, -1.251, 0.756)
C (-1.764, -1.928, 0.151)
C (-2.565, -2.971, 0.623)
C (-3.556, -3.456, -0.208)
C (-3.766, -2.888, -1.468)
C (-2.979, -1.829, -1.852)
N (-2.000, -1.380, -1.051)
Si (-0.638, -0.925, 2.654)
C (-2.357, -0.336, 3.124)
C (0.704, 0.268, 3.190)
C (-0.389, -2.490, 3.649)
H (1.427, -4.755, 0.692)
H (-0.242, -4.633, 0.164)
H (0.187, -4.299, 1.848)
H (3.291, -2.392, 0.819)
H (2.353, -1.963, 2.242)
H (2.634, -0.759, 0.980)
H (1.939, -3.058, -1.810)
H (1.185, -1.488, -1.994)
H (0.190, -2.957, -2.002)
H (-2.385, -3.400, 1.598)
H (-4.174, -4.283, 0.118)
H (-4.534, -3.262, -2.130)
H (-3.113, -1.306, -2.788)
H (-2.733, 0.503, 2.541)
H (-2.358, -0.036, 4.176)
H (-3.080, -1.151, 3.027)
H (0.281, 1.095, 3.766)
H (1.286, 0.692, 2.372)
H (1.407, -0.251, 3.845)
H (-1.116, -3.279, 3.449)
H (-0.512, -2.204, 4.699)
H (0.612, -2.913, 3.552)
C (7.632, 1.243, 0.130)
C (6.216, 1.318, -0.362)
C (5.628, 2.541, -0.678)
C (4.326, 2.608, -1.146)
C (3.598, 1.434, -1.287)
C (4.173, 0.196, -1.007)
C (5.470, 0.149, -0.540)
S (1.989, 1.497, -1.957)
O (1.715, 2.829, -2.398)
O (1.857, 0.381, -2.855)
N (0.926, 1.138, -0.704)
C (0.630, 2.132, 0.239)
C (1.325, 3.293, 0.571)
C (0.781, 4.104, 1.544)
C (-0.442, 3.790, 2.143)
C (-1.083, 2.648, 1.746)
N (-0.536, 1.825, 0.834)
H (8.078, 2.232, 0.216)
H (8.242, 0.652, -0.555)
H (7.677, 0.760, 1.107)
H (6.204, 3.452, -0.576)
H (3.900, 3.556, -1.448)
H (3.612, -0.715, -1.175)
H (5.926, -0.810, -0.325)
H (2.249, 3.551, 0.086)
H (1.306, 5.004, 1.837)
H (-0.884, 4.427, 2.894)
H (-2.042, 2.359, 2.148)
O (-6.818, 2.655, 0.444)
C (-5.621, 2.124, 0.226)
C (-5.274, 0.807, 0.531)
C (-4.000, 0.386, 0.252)
N (-3.040, 1.159, -0.299)
C (-3.405, 2.423, -0.585)
Br (-2.148, 3.563, -1.384)
C (-4.654, 2.945, -0.349)
H (-7.432, 2.023, 0.840)
H (-5.980, 0.121, 0.980)
H (-3.726, -0.630, 0.495)
H (-4.889, 3.967, -0.609)
N (0.025, -0.933, -4.459)
C (-1.088, -0.230, -4.374)
N (-2.003, -0.331, -5.338)
S (-1.426, 0.867, -3.091)
H (0.220, -1.495, -5.273)
H (0.804, -0.649, -3.878)
H (-1.804, -0.795, -6.211)
H (-2.836, 0.229, -5.282)